Entry 1:
# C2HBrF2O

A 2-piece molecular cluster, C2HBrF2O overall (ωB97M-V with the def2-TZVPD basis set, the OMol25 dataset).

The orbital gap comes out at 10.5 eV. The energy relative to the best compared isomer or geometry (same formula, charge and spin) comes out at 35.77 kcal per mole. The lowest unoccupied orbital energy comes out at 0.40 eV. Its multiplicity is 1. Its HOMO energy is -10.06 eV.

Geometry (Å):
C -0.579266 -1.062278 -0.123067
C 0.217929 0.853038 -0.108531
O -1.251954 -1.603869 -0.910390
F -0.178898 -1.494261 1.030024
F -0.475643 1.426662 0.839906
Br 2.061540 0.512024 0.317917
H 0.206295 1.368683 -1.045858

Forces on atoms 1 to 2 (eV/Å):
C 1.1 4.3 -1.2
C -0.5 -4.5 -0.3

Entry 2:
# C3H10O2

A 3-piece molecular cluster, C3H10O2 overall (ωB97M-V with the def2-TZVPD basis set, the OMol25 dataset).

The orbital gap comes out at 10.4 eV. The energy relative to the best compared isomer or geometry (same formula, charge and spin) comes out at 28.16 kcal per mole. The lowest unoccupied orbital energy comes out at 0.61 eV. Its multiplicity is 1. Its HOMO energy is -9.79 eV.

Geometry (Å):
C 1.105402 1.370125 1.859279
C 2.162484 1.026345 1.100402
C 2.145969 -0.105773 0.132188
H 1.226950 2.000538 2.753123
H 0.258649 0.716340 2.021531
H 3.170406 1.440534 1.225057
H 1.298519 -0.798801 0.008776
H 2.424724 0.116884 -0.898515
H 2.965669 -0.751528 0.489146
O -1.114451 -1.314932 0.713336
H -1.824021 -1.500515 1.321172
H -0.798479 -0.419415 0.851566
O -3.232524 -0.404357 -3.285507
H -3.458239 0.362092 -2.759633
H -3.151047 -1.101332 -2.628895

Forces on atoms 1 to 2 (eV/Å):
C 1.6 -0.4 1.4
C -1.4 -0.2 0.2

Entry 3:
# C40H61As3N6OPbSSbSe4

C40H61As3N6OPbSSbSe4 as an isolated structure (ωB97M-V with the def2-TZVPD basis set, the OMol25 dataset).

The orbital gap (alpha / beta) comes out at 4.9 / 4.7 eV. The energy relative to the best compared isomer or geometry (same formula, charge and spin) comes out at 36.70 kcal per mole. The lowest unoccupied orbital energy (alpha / beta) comes out at -4.60 / -4.77 eV. Its multiplicity is 1. Its HOMO energy (alpha / beta) is -9.49 / -9.50 eV. Its net charge is +1.

Geometry (Å):
Pb 0.896318 0.263954 0.133421
O -1.322301 -0.892083 1.316894
N -1.923640 -0.624393 2.437290
C -1.805065 -1.427353 3.518733
C -2.433792 -1.113922 4.701580
C -3.216404 0.033781 4.779860
C -3.353404 0.823305 3.655637
C -2.701421 0.482006 2.480419
S -2.741717 1.490919 1.049315
H -1.197093 -2.303812 3.356584
H -2.316211 -1.776700 5.548473
H -3.719725 0.299007 5.700346
H -3.964612 1.716280 3.659691
C -1.895088 -3.614878 -0.521239
As -0.564327 -2.634035 -1.560904
C -1.730451 -2.406367 -3.133376
C 0.443129 -4.255626 -2.063836
C 1.610803 -4.231764 -3.070293
C 2.001462 -5.705740 -3.279458
C 2.875074 -3.525719 -2.526040
As 2.867643 -1.615805 -2.020888
C 4.732984 -1.631073 -1.425620
C 3.246635 -0.723322 -3.725246
C 1.143083 -3.597061 -4.402297
As 1.840037 -4.316092 -6.104394
C 1.269751 -2.767399 -7.159939
C 3.736362 -3.828205 -6.046620
H -2.281943 -4.454798 -1.099963
H -2.711427 -2.941023 -0.267552
H -1.452384 -3.983137 0.403801
H -2.157846 -3.359908 -3.449394
H -1.196138 -1.957766 -3.971097
H -2.545928 -1.739865 -2.852156
H -0.302923 -4.967996 -2.427692
H 0.807738 -4.644603 -1.107450
H 2.243050 -6.176937 -2.323463
H 2.876815 -5.798338 -3.926920
H 1.185688 -6.264884 -3.742949
H 3.684321 -3.641289 -3.251359
H 3.189572 -4.038138 -1.611817
H 5.377809 -2.035444 -2.208295
H 4.839967 -2.237264 -0.524721
H 5.045039 -0.610332 -1.200402
H 3.874803 -1.343866 -4.359246
H 3.782383 0.199538 -3.495031
H 2.332404 -0.462038 -4.258170
H 1.281859 -2.512778 -4.380006
H 0.071818 -3.771921 -4.516753
H 0.185652 -2.659508 -7.106684
H 1.546826 -2.919217 -8.202329
H 1.741798 -1.851442 -6.796683
H 4.310414 -4.536315 -5.449805
H 3.890709 -2.818881 -5.672356
H 4.105727 -3.875597 -7.072119
N 0.346624 3.894639 -5.433723
C 0.610628 3.140187 -4.331232
C 0.011249 1.882276 -4.155793
C 0.276315 1.173884 -3.008002
N 1.100390 1.600930 -2.040871
C 1.715707 2.775079 -2.234880
C 1.512373 3.564308 -3.345930
H -0.433782 3.652040 -6.017308
H 0.643851 4.853404 -5.459703
H -0.675226 1.489219 -4.898399
H -0.198963 0.210624 -2.834873
H 2.383492 3.110445 -1.446680
H 2.027760 4.513283 -3.436685
Se -3.036973 1.222937 -5.302508
Sb -3.695855 2.379195 -3.288810
Se -1.771903 3.251091 -2.092930
Se -4.750172 0.639777 -1.696829
Se -2.875022 -0.040975 -0.564930
C 2.127199 -2.454299 1.895227
C 2.282601 -1.274258 2.848910
N 3.635813 -0.723113 2.876107
C 4.545551 -1.276881 3.885878
C 4.411246 -0.595547 5.241049
C 4.005168 0.220740 1.988185
C 5.366761 0.847382 2.146795
N 3.214820 0.560939 1.017258
H 1.068362 -2.698300 1.764280
H 2.644593 -3.341616 2.264816
H 2.533825 -2.200361 0.912203
H 2.038402 -1.565057 3.870917
H 1.592749 -0.471654 2.584403
H 5.569920 -1.220867 3.527318
H 4.307195 -2.337426 3.981026
H 4.614063 0.474598 5.167626
H 5.116118 -1.030316 5.953067
H 3.404456 -0.719208 5.645862
H 5.557492 1.147861 3.175880
H 5.437551 1.725988 1.509920
H 6.146695 0.145630 1.844896
H 3.611512 1.335521 0.495818
N 0.553766 1.923335 1.569290
C 0.732673 3.048124 2.091852
C 0.293096 3.343003 3.518026
C 0.171354 4.645478 3.998732
C -0.260489 4.885616 5.299653
C -0.578804 3.824811 6.134305
C -0.456127 2.520268 5.664369
C -0.022056 2.285150 4.368692
C 1.436093 4.175750 1.366390
C 0.842119 4.806561 0.278840
C 1.514621 5.811057 -0.412343
C 2.795941 6.185088 -0.028852
C 3.397251 5.559355 1.060144
C 2.719598 4.563616 1.752885
H 0.405400 5.481870 3.349976
H -0.346602 5.903707 5.660353
H -0.917860 4.011168 7.146345
H -0.699401 1.686581 6.314106
H 0.092668 1.273878 3.988272
H -0.162541 4.515809 -0.015085
H 1.033949 6.299410 -1.254583
H 3.322437 6.965516 -0.565465
H 4.388181 5.861830 1.379045
H 3.184704 4.081451 2.607366

Forces on atoms 1 to 2 (eV/Å):
Pb -0.2 0.1 0.2
O 0.5 -0.7 0.3

Entry 4:
# C15H16N4S3

The molecule C15H16N4S3 (ωB97M-V with the def2-TZVPD basis set, the OMol25 dataset).

The orbital gap comes out at 8.0 eV. The energy relative to the best compared isomer or geometry (same formula, charge and spin) comes out at 2.61 kcal per mole. The lowest unoccupied orbital energy comes out at 0.31 eV. Its multiplicity is 1. Its HOMO energy is -7.73 eV.

Geometry (Å):
C -4.612908 -3.077574 0.383119
C -4.632970 -1.657917 -0.034267
N -4.609586 -0.656234 0.764526
C -4.643268 0.537612 0.111256
C -4.621858 1.788065 0.920596
S -3.706449 3.155605 0.121715
C -2.109705 2.492425 0.008100
N -1.148204 3.119298 -0.559733
N 0.014610 2.484675 -0.544485
C -0.014181 1.335677 0.040564
N 0.988839 0.457042 0.214501
C 2.335470 0.587473 -0.135518
C 2.814608 1.753953 -0.719586
C 4.154241 1.853603 -1.038048
C 5.010131 0.801025 -0.776420
C 4.544555 -0.373790 -0.197333
C 5.517886 -1.487669 0.064454
C 3.192989 -0.492803 0.126836
C 2.638968 -1.748240 0.746967
S -1.629779 0.914299 0.669209
C -4.692540 0.441414 -1.244926
S -4.695779 -1.206214 -1.733094
H -4.515676 -3.129784 1.463978
H -3.779748 -3.600374 -0.083883
H -5.534183 -3.573819 0.080473
H -5.628596 2.187199 1.056946
H -4.182640 1.584029 1.897594
H 0.738485 -0.397821 0.687059
H 2.132183 2.563363 -0.914767
H 4.529902 2.758572 -1.490261
H 6.057509 0.887905 -1.025177
H 5.547020 -1.740645 1.123540
H 5.247852 -2.382169 -0.495876
H 6.517570 -1.188576 -0.239342
H 2.244379 -1.547927 1.744915
H 3.404819 -2.508783 0.844247
H 1.839248 -2.163208 0.131199
H -4.713193 1.230323 -1.969075

Forces on atoms 1 to 2 (eV/Å):
C 0.0 -0.3 0.0
C 0.0 -0.1 -1.0

Entry 5:
# C6H9N3

A 2-piece molecular cluster, C6H9N3 overall (ωB97M-V with the def2-TZVPD basis set, the OMol25 dataset).

The orbital gap (alpha / beta) comes out at 7.4 / 7.4 eV. The energy relative to the best compared isomer or geometry (same formula, charge and spin) comes out at 122.78 kcal per mole. The lowest unoccupied orbital energy (alpha / beta) comes out at -0.13 / -0.12 eV. Its multiplicity is 1. Its HOMO energy (alpha / beta) is -7.55 / -7.55 eV.

Geometry (Å):
C -0.108317 -0.366072 -2.126173
C 0.978551 -0.316996 -2.982950
C 0.395378 0.206757 -0.952898
C -1.197961 1.002738 1.081569
C 0.213406 -0.985558 1.959406
C -1.138407 -0.325245 1.923622
N 2.026967 0.263682 -2.465006
N -1.733693 2.055277 0.833520
N 1.652396 0.636774 -1.249667
H -0.976323 -0.816229 -2.197396
H 1.065368 -0.706524 -3.940153
H 0.566730 -0.748841 0.940161
H 0.021598 -2.047551 1.967773
H 0.869078 -0.799589 2.732206
H -1.567596 -0.061154 2.880866
H -1.811068 -1.101023 1.498241
H -1.688920 3.038732 0.737395
H 2.432814 1.070821 -0.640515

Forces on atoms 1 to 2 (eV/Å):
C 4.4 2.2 2.1
C 0.0 0.0 -0.1

Entry 6:
# CHOP

The molecule CHOP (ωB97M-V with the def2-TZVPD basis set, the OMol25 dataset).

The orbital gap comes out at 8.8 eV. The energy relative to the best compared isomer or geometry (same formula, charge and spin) comes out at 6.64 kcal per mole. The lowest unoccupied orbital energy comes out at -0.16 eV. Its multiplicity is 1. Its HOMO energy is -9.00 eV.

Geometry (Å):
O -1.905841 -1.538854 -2.088539
C -1.496107 -0.832190 -1.275629
P -0.891634 0.552934 -0.550654
H 0.464818 0.115362 0.094706

Forces on atoms 1 to 2 (eV/Å):
O -0.4 -0.3 0.8
C 1.1 -0.1 -1.2